P | Here is 2 unconnected molecules or ions with the total composition C12H17N from the OMol25 dataset. Energies are from the ωB97M-V functional and the def2-TZVPD basis.

ORCA input file:
```
! RIJCOSX wB97M-V def2-TZVPD def2/J DEFGRID3
* xyz 0 1
C -2.1269 1.8400 -0.5124
C 0.9144 0.8181 -2.3992
C -0.4677 0.6407 -2.0957
C -0.7427 1.4549 -0.9597
C 0.4064 2.1149 -0.6381
C 0.9295 -0.7235 -4.1669
C 1.6338 0.1666 -3.3797
C -0.4604 -0.8280 -3.9927
C -1.1009 -0.3213 -2.8815
N 1.4196 1.6712 -1.4491
H 1.4339 -1.1221 -5.0228
H 2.7128 0.2768 -3.3732
H -0.9800 -1.2460 -4.8428
H -2.0689 -0.7138 -2.5826
H 2.3975 1.8716 -1.3549
H 0.5138 2.8046 0.1793
H -2.0851 2.6956 0.1539
H -2.5867 1.0756 0.1155
H -2.7308 2.1653 -1.3536
C 0.2967 -1.8514 4.0407
C -0.5487 -1.6647 2.7821
C 1.0845 -0.5724 4.3975
H -0.3588 -2.0213 4.8959
H 0.9149 -2.7342 3.9284
H -0.7716 -0.6289 2.5521
H 1.4967 -0.5430 5.4036
H 2.0324 -0.6246 3.8277
H -1.5313 -2.1385 2.9112
H -0.2196 -2.1505 1.8603
H 0.5932 0.2884 3.9566
*
```

Calculated values
Structure (SMILES): Cc1c[nH]c2ccccc12.CCC
E_LUMO in eV: 0.82



Q | Here is 2 unconnected molecules or ions with the total composition C12H17N from the OMol25 dataset. Energies are from the ωB97M-V functional and the def2-TZVPD basis.

ORCA input file:
```
! RIJCOSX wB97M-V def2-TZVPD def2/J DEFGRID3
* xyz 0 1
C 1.6473 1.8953 0.0964
C 2.8409 2.1908 1.0070
C 0.7044 3.0833 -0.0430
H 2.0242 1.6051 -0.8865
H 1.1250 1.0243 0.5028
H 2.5013 2.6529 1.9403
H 1.2635 4.0053 -0.2176
H 0.0108 2.9441 -0.8704
H 3.5457 2.8873 0.5462
H 3.3582 1.2730 1.2834
H 0.1252 3.2253 0.8688
C -2.2036 0.1510 -2.3744
C -0.6176 -0.8387 -0.5566
C -1.8483 -0.2219 -0.9726
C -0.6897 -1.0191 0.8410
C -2.5915 -0.0593 0.1552
C 0.5394 -1.2263 -1.2345
C 0.3566 -1.5845 1.5673
C 1.5814 -1.7826 -0.5218
C 1.4854 -1.9597 0.8661
N -1.9070 -0.5365 1.2517
H 0.6277 -1.0868 -2.3056
H -2.2441 -0.7393 -3.0021
H -1.4359 0.8045 -2.7985
H -3.5722 0.3761 0.2389
H -2.2421 -0.5265 2.1988
H 0.2909 -1.7204 2.6412
H 2.4883 -2.0790 -1.0262
H 2.3116 -2.3980 1.4118
H -3.1546 0.6742 -2.4489
*
```

Calculated values
Structure (SMILES): Cc1c[nH]c2ccccc12.CCC
E_LUMO in eV: 0.90



How far above the most stable structure does each one sit? In kcal/mol: P 28.1; Q 0.0.



P | Here is 2 unconnected molecules or ions with the total composition C12H17N from the OMol25 dataset. Energies are from the ωB97M-V functional and the def2-TZVPD basis.

ORCA input file:
```
! RIJCOSX wB97M-V def2-TZVPD def2/J DEFGRID3
* xyz 0 1
C -1.1141 1.3308 2.1838
C 0.4820 -0.3732 1.0095
C 0.1602 0.5561 2.0582
C 1.7808 -0.8610 1.2741
C 1.2265 0.5864 2.8893
C -0.1771 -0.8238 -0.1295
C 0.4418 -1.6718 -1.0213
C 1.7112 -2.1845 -0.6980
C 2.3962 -1.7768 0.4315
N 2.2194 -0.2558 2.4156
H -1.1859 -0.4863 -0.3381
H -0.0008 -2.0145 -1.9407
H 2.2514 -2.8494 -1.3494
H -1.1570 2.1200 1.4415
H -1.2326 1.7863 3.1554
H 1.3857 1.0730 3.8398
H 3.0525 -0.5167 2.9110
H 3.4120 -2.0933 0.6616
H -1.9448 0.6924 1.9123
C -2.3663 0.9697 -2.4172
C -3.5054 1.2466 -3.4039
C -1.1159 1.7413 -2.7581
H -2.7048 1.1862 -1.4024
H -2.1247 -0.0930 -2.4447
H -3.1210 1.1323 -4.4184
H -3.7301 2.3091 -3.3247
H -0.8445 1.7504 -3.8174
H -1.0670 2.7625 -2.3843
H -4.4078 0.6435 -3.3134
H -0.2247 1.2990 -2.3110
*
```

Calculated values
Structure (SMILES): Cc1c[nH]c2ccccc12.CCC
E_LUMO in eV: 0.94



Q | Here is 2 unconnected molecules or ions with the total composition C12H17N from the OMol25 dataset. Energies are from the ωB97M-V functional and the def2-TZVPD basis.

ORCA input file:
```
! RIJCOSX wB97M-V def2-TZVPD def2/J DEFGRID3
* xyz 0 1
C -1.5962 -4.1950 2.9287
C -0.3070 -3.4104 3.3797
H -2.1324 -3.3473 2.4562
H -1.2707 -4.8394 2.0885
H -2.2804 -4.5724 3.6572
H 0.3552 -4.0525 3.9300
H -0.6858 -2.5687 4.0679
H 0.3463 -3.1673 2.5595
C -1.5974 -0.6676 0.2272
C -2.1449 -0.0962 1.5119
C -0.2232 -0.1569 -0.1212
C 0.9476 -0.4775 0.5255
C 0.1124 0.7656 -1.1500
C 1.5102 1.1075 -0.9808
C -0.6295 1.5685 -2.0353
C 2.0571 2.2149 -1.5944
C -0.0664 2.6732 -2.6856
C 1.2836 3.0037 -2.4016
N 2.0299 0.1075 -0.1686
H -1.7020 -1.7507 0.3421
H -2.1455 -0.4844 -0.7138
H -2.2611 -0.9147 2.2134
H 1.1167 -1.3598 1.1180
H 2.8659 0.3093 0.4054
H -1.6743 1.3235 -2.1508
H 3.0139 2.5098 -1.1886
H -0.7683 3.1579 -3.3266
H 1.6203 3.8963 -2.8466
H -3.1155 0.3327 1.2748
H -1.5441 0.7001 1.9273
*
```

Calculated values
Structure (SMILES): CCc1c[nH]c2ccccc12.CC
E_LUMO in eV: 0.97



How far above the most stable structure does each one sit? In kcal/mol: P 0.0; Q 32.2.



P | Here is 2 unconnected molecules or ions with the total composition C12H17N from the OMol25 dataset. Energies are from the ωB97M-V functional and the def2-TZVPD basis.

ORCA input file:
```
! RIJCOSX wB97M-V def2-TZVPD def2/J DEFGRID3
* xyz 0 1
C 3.5437 -0.7465 -0.1499
C 3.3334 -1.1050 -1.6420
C 2.9596 -1.6530 0.9145
H 4.5924 -0.5055 -0.0045
H 2.9823 0.1798 -0.0219
H 2.5621 -1.8073 -1.9664
H 4.2693 -1.4803 -2.0509
H 3.4107 -2.6492 0.8621
H 3.0494 -1.2216 1.9139
H 3.0416 -0.1614 -2.1009
H 1.8914 -1.8572 0.8089
C -3.3764 -0.3903 -1.8332
C -0.7850 0.8270 0.5398
C -2.1459 0.7807 0.1671
C -2.2458 0.3612 -1.2017
C -0.9536 0.3311 -1.6513
C -0.3564 1.3386 1.7716
C -1.3605 1.7646 2.6214
C -2.7132 1.6155 2.3133
C -3.1214 1.0319 1.1354
N -0.0931 0.5547 -0.6107
H 0.6932 1.2032 1.9829
H -0.9848 2.1551 3.5593
H 0.8958 0.3906 -0.6782
H -3.4093 2.1162 2.9698
H -0.4912 -0.0451 -2.5494
H -4.1705 0.8471 0.9337
H -3.0891 -1.3825 -2.1764
H -3.7549 0.0838 -2.7406
H -4.1738 -0.5762 -1.1157
*
```

Calculated values
Structure (SMILES): Cc1c[nH]c2ccccc12.CCC
E_LUMO in eV: 0.86



Q | Here is 2 unconnected molecules or ions with the total composition C12H17N from the OMol25 dataset. Energies are from the ωB97M-V functional and the def2-TZVPD basis.

ORCA input file:
```
! RIJCOSX wB97M-V def2-TZVPD def2/J DEFGRID3
* xyz 0 1
C 0.7816 2.9078 -0.9242
C 0.3988 0.2436 1.5724
C 1.0972 0.9483 0.5417
C 0.1882 1.9741 0.0549
C -0.9635 1.8769 0.8029
C 0.8836 -0.7356 2.3609
C 2.2212 -0.8792 2.2875
C 2.4250 0.6851 0.2661
C 2.8622 -0.2025 1.2538
N -0.9271 0.8032 1.7738
H -1.5978 0.2217 2.0129
H 0.4857 -1.3007 3.1580
H -1.8789 2.3712 0.6163
H 2.8451 -1.3778 3.0056
H 2.9578 0.9985 -0.5186
H -0.0217 3.4044 -1.4116
H 1.4955 2.3208 -1.5897
H 3.8836 -0.4652 1.2554
H 1.4663 3.6385 -0.5136
C -1.2862 -1.1982 -1.4944
C -2.6886 -0.9071 -0.7796
C -1.0787 -2.5999 -2.0249
H -1.1629 -0.7087 -2.3019
H -0.3401 -0.8470 -1.0102
H -2.4264 -0.3512 0.0132
H 0.0282 -2.5092 -2.2672
H -1.1116 -3.3961 -1.3107
H -1.8532 -2.9133 -2.7216
H -3.3674 -0.2691 -1.3429
H -3.3158 -1.7334 -0.7642
*
```

Calculated values
Structure (SMILES): Cc1c[nH]c2ccccc12.CCC
E_LUMO in eV: 0.94



R | Here is 2 unconnected molecules or ions with the total composition C12H17N from the OMol25 dataset. Energies are from the ωB97M-V functional and the def2-TZVPD basis.

ORCA input file:
```
! RIJCOSX wB97M-V def2-TZVPD def2/J DEFGRID3
* xyz 0 1
C -3.7118 -0.0404 -0.0143
C -0.3058 -0.9005 -1.3149
C -1.4514 -1.0521 -0.4387
C -2.4387 -0.0974 -0.6907
C -1.9028 0.7924 -1.5891
C 0.6090 -1.8722 -1.3568
C 0.5529 -2.9439 -0.4483
C -1.4064 -1.9201 0.6542
C -0.3904 -2.8703 0.6347
N -0.4328 0.3606 -1.9237
H -0.0523 0.3919 -2.8562
H 1.4533 -1.9089 -2.1419
H -2.6200 1.5615 -1.7918
H 1.4751 -3.5614 -0.5634
H -2.2103 -1.8949 1.3323
H -4.1218 0.9074 0.5481
H -3.8980 -0.8437 0.7657
H -0.4899 -3.5113 1.5922
H -4.5755 -0.0883 -0.7474
C 2.2583 1.5832 0.4091
C 3.1501 0.7031 1.3616
C 1.7489 2.9609 0.9112
H 2.8162 1.8438 -0.4557
H 1.2655 1.0715 0.2669
H 2.5876 0.0007 1.9827
H 3.9371 1.2361 2.0586
H 0.6514 2.9068 1.0200
H 2.1497 3.3752 1.8908
H 3.6082 -0.0222 0.7653
H 1.7446 3.8326 0.1398
*
```

Calculated values
Structure (SMILES): Cc1c[nH]c2ccccc12.CCC
E_LUMO in eV: 0.86



S | Here is 2 unconnected molecules or ions with the total composition C12H17N from the OMol25 dataset. Energies are from the ωB97M-V functional and the def2-TZVPD basis.

ORCA input file:
```
! RIJCOSX wB97M-V def2-TZVPD def2/J DEFGRID3
* xyz 0 1
C 0.2234 -0.6627 -3.7175
C 0.3289 0.0873 -2.4381
C 1.3876 0.7314 -1.9084
C -0.8007 0.2784 -1.5578
C -0.3127 1.0396 -0.4704
C -2.1246 -0.1143 -1.5702
C -1.1270 1.3418 0.6303
C -2.9735 0.2093 -0.5209
C -2.4328 0.9182 0.5600
N 1.0039 1.2693 -0.6738
H -0.0692 -1.7195 -3.5912
H 1.1702 -0.7911 -4.2469
H 2.4323 0.7807 -2.1544
H 1.5775 1.9370 -0.1869
H -2.5186 -0.6460 -2.4231
H -0.7691 1.9659 1.4376
H -3.9802 -0.1817 -0.5259
H -3.0332 1.1177 1.4339
H -0.5221 -0.2545 -4.4043
C 0.7529 -0.9807 2.7308
C 1.1403 -1.3947 1.3067
C 1.3906 0.3622 3.1647
H -0.3276 -0.9206 2.8541
H 1.1658 -1.6930 3.4480
H 1.5429 -2.3997 1.3287
H 1.7911 0.9700 2.3631
H 0.7764 0.8885 3.8936
H 1.7902 -0.7374 0.7331
H 0.2030 -1.5710 0.7713
H 2.3142 0.1696 3.7341
*
```

Calculated values
Structure (SMILES): Cc1c[nH]c2ccccc12.CCC
E_LUMO in eV: 0.89



How far above the most stable structure does each one sit? In kcal/mol: P 10.7; Q 72.6; R 67.0; S 0.0.